Record 1
DFT (ωB97M-V/def2-TZVPD) results for a cluster of 12 separate species, C51H70FN11O19 in total in a non-equilibrium geometry.

Geometry as ORCA input:
```
! RIJCOSX wB97M-V def2-TZVPD def2/J DEFGRID3
* xyz 0 1
O 0.51 1.64 1.20
N -0.34 1.92 0.41
O -1.21 1.17 0.02
C -0.43 3.32 -0.01
C -1.70 3.77 -0.30
C -1.78 5.11 -0.62
C -0.58 5.84 -0.76
C 0.64 5.31 -0.57
C 0.78 4.01 -0.10
H -2.52 3.06 -0.32
H -2.71 5.65 -0.79
H -0.62 6.89 -1.05
H 1.54 5.91 -0.65
H 1.75 3.56 0.19
O -0.42 -6.29 -0.33
N 0.71 -5.98 -0.01
O 1.23 -6.16 1.08
C 1.56 -5.52 -1.14
C 2.96 -5.44 -0.87
C 3.78 -5.36 -2.01
C 3.24 -5.33 -3.30
C 1.89 -5.33 -3.51
C 1.05 -5.54 -2.43
H 3.44 -5.52 0.09
H 4.84 -5.56 -1.86
H 3.89 -5.25 -4.19
H 1.55 -5.29 -4.57
H -0.05 -5.55 -2.50
O -0.21 6.37 -3.85
N -0.82 5.37 -4.13
O -1.88 5.31 -4.72
C -0.15 4.07 -3.80
C 1.19 4.06 -3.54
C 1.73 2.75 -3.32
C 0.93 1.65 -3.24
C -0.43 1.72 -3.38
C -0.99 2.96 -3.75
H 1.77 5.02 -3.56
H 2.74 2.59 -3.03
H 1.37 0.70 -3.10
H -1.06 0.81 -3.33
H -2.06 3.13 -3.90
O 1.80 -1.58 3.23
N 2.97 -1.25 3.21
O 3.90 -1.97 2.90
C 3.31 0.09 3.49
C 4.65 0.46 3.42
C 4.96 1.81 3.59
C 3.98 2.68 3.99
C 2.69 2.27 4.05
C 2.31 0.98 3.78
H 5.38 -0.29 3.10
H 5.96 2.16 3.39
H 4.21 3.73 4.06
H 1.88 2.99 4.30
H 1.29 0.70 3.73
O -2.14 2.71 2.91
N -1.90 2.66 4.14
O -1.36 1.68 4.66
C -2.38 3.74 5.05
C -1.99 3.59 6.42
C -2.46 4.45 7.33
C -3.41 5.40 6.91
C -3.82 5.50 5.58
C -3.19 4.70 4.61
H -1.42 2.79 6.81
H -2.35 4.31 8.37
H -3.97 5.94 7.71
H -4.64 6.17 5.27
H -3.52 4.67 3.56
O -4.19 -2.98 -2.00
C -4.05 -3.72 -1.09
O -4.81 -3.67 0.08
C -4.51 -4.82 0.88
C -3.46 -5.57 0.09
F -4.04 -6.61 -0.55
O -3.09 -4.69 -0.94
H -4.11 -4.57 1.88
H -5.46 -5.44 1.00
H -2.57 -5.98 0.54
C -4.92 1.57 1.31
N -4.43 0.24 1.22
C -3.90 -0.37 -0.03
C -4.12 -0.50 2.27
O -3.76 -1.69 2.25
H -5.97 1.57 0.96
H -4.40 2.25 0.62
H -4.73 2.04 2.30
H -2.90 -0.84 0.20
H -4.48 -1.23 -0.37
H -3.68 0.29 -0.87
H -4.19 0.10 3.20
C -1.88 -0.50 -5.59
N -2.91 0.46 -5.22
C -3.07 1.60 -6.13
C -3.33 0.58 -3.97
O -4.02 1.49 -3.55
H -1.00 -0.01 -6.08
H -2.23 -1.18 -6.33
H -1.50 -1.07 -4.71
H -3.69 1.35 -7.02
H -3.49 2.49 -5.63
H -2.11 1.83 -6.59
H -3.07 -0.29 -3.34
C -0.63 -2.15 0.60
N 0.09 -1.69 -0.58
C 1.45 -1.13 -0.25
C -0.24 -1.97 -1.87
O 0.43 -1.71 -2.88
H -0.86 -1.32 1.28
H -0.13 -2.87 1.22
H -1.58 -2.64 0.26
H 1.77 -0.54 -1.09
H 1.26 -0.56 0.63
H 2.12 -1.97 -0.19
H -1.22 -2.39 -2.01
C -1.56 -4.87 4.37
N -2.43 -3.87 5.02
C -1.79 -2.65 5.50
C -3.70 -3.87 4.72
O -4.25 -4.73 4.03
H -1.60 -5.87 4.62
H -0.54 -4.59 4.76
H -1.73 -4.92 3.28
H -1.24 -2.11 4.69
H -2.54 -1.92 5.78
H -1.17 -2.80 6.40
H -4.34 -3.12 5.18
C 6.92 1.69 -0.49
N 5.59 1.35 -0.11
C 5.23 0.00 0.32
C 4.61 2.25 -0.17
O 3.45 2.12 0.20
H 7.34 1.00 -1.25
H 7.56 1.72 0.34
H 6.85 2.71 -0.88
H 5.92 -0.46 1.03
H 4.26 -0.04 0.74
H 5.28 -0.68 -0.57
H 5.01 3.19 -0.56
C 2.88 -0.31 -5.34
N 3.74 -0.40 -4.17
C 3.79 -1.75 -3.55
C 4.64 0.54 -3.73
O 5.58 0.40 -2.95
H 3.41 -0.82 -6.15
H 2.67 0.69 -5.70
H 1.98 -0.88 -5.07
H 4.22 -2.55 -4.16
H 4.39 -1.76 -2.62
H 2.80 -2.10 -3.23
H 4.48 1.54 -4.18
*
```

As for the largest force on an atom: 4.10 eV/A. The frontier orbital gap comes out at 0.292 Ha. The SMILES is O=[N+]([O-])c1ccccc1.O=[N+]([O-])c1ccccc1.O=[N+]([O-])c1ccccc1.O=[N+]([O-])c1ccccc1.O=[N+]([O-])c1ccccc1.O=C1OC[C@@H](F)O1.CN(C)C=O.CN(C)C=O.CN(C)C=O.CN(C)C=O.CN(C)C=O.CN(C)C=O.



Record 2
DFT (ωB97M-V/def2-TZVPD) results for a cluster of 6 separate species, C51H73NO19S in total in a non-equilibrium geometry.

Geometry as ORCA input:
```
! RIJCOSX wB97M-V def2-TZVPD def2/J DEFGRID3
* xyz 0 1
C 5.34 -3.87 2.19
C 6.07 -2.52 1.99
C 5.10 -1.56 1.23
C 5.10 -0.12 1.77
C 3.83 0.59 1.20
C 2.61 0.14 2.04
C 1.29 0.11 1.20
C 0.31 -0.82 1.92
C -1.07 -1.04 1.24
C -1.75 0.29 0.80
O -2.98 0.46 1.56
C -2.80 1.10 2.73
O -1.77 1.13 3.38
C -4.05 1.76 3.26
C -5.22 1.05 3.13
C -6.43 1.57 3.55
C -6.42 2.83 4.13
C -5.24 3.53 4.26
C -4.03 3.01 3.85
C -2.21 0.35 -0.67
O -2.81 1.60 -0.82
C -3.21 1.87 -2.17
C -2.28 2.86 -2.90
O -1.57 2.10 -3.89
C -1.28 2.85 -5.07
C -0.06 2.17 -5.73
O -1.18 0.26 -1.63
N -0.11 1.17 -1.36
O 0.76 0.94 -2.09
O -3.22 -0.61 -0.85
S -2.52 -2.10 -0.93
O -2.23 -2.39 -2.29
O -3.51 -3.01 -0.45
C -1.06 -2.19 0.16
C 0.24 -2.36 -0.63
C 0.29 -3.67 -1.42
C -0.03 -4.87 -0.84
C 0.01 -6.06 -1.52
C 0.36 -6.08 -2.85
C 0.67 -4.88 -3.47
C 0.65 -3.69 -2.77
C 1.03 -2.44 -3.55
H 4.82 -4.16 1.26
H 6.03 -4.69 2.44
H 4.59 -3.77 2.99
H 6.96 -2.73 1.39
H 6.36 -2.11 2.96
H 4.10 -2.01 1.25
H 5.41 -1.54 0.17
H 5.07 -0.12 2.86
H 6.00 0.42 1.47
H 3.72 0.37 0.13
H 3.99 1.67 1.33
H 2.79 -0.86 2.45
H 2.44 0.86 2.84
H 1.58 -0.22 0.20
H 0.95 1.15 1.14
H 0.20 -0.49 2.96
H 0.76 -1.83 1.97
H -1.70 -1.42 2.05
H -1.16 1.19 0.99
H -5.20 0.06 2.68
H -7.32 0.98 3.40
H -7.37 3.25 4.45
H -5.32 4.51 4.72
H -3.11 3.56 3.95
H -3.32 0.99 -2.81
H -4.20 2.33 -2.12
H -2.83 3.70 -3.35
H -1.51 3.28 -2.23
H -2.12 2.69 -5.76
H -1.11 3.92 -4.88
H -0.34 1.64 -6.65
H 0.79 2.84 -5.87
H 0.28 1.38 -5.05
H -1.21 -3.11 0.72
H 0.42 -1.56 -1.35
H 1.13 -2.39 0.01
H -0.34 -4.91 0.21
H -0.26 -6.99 -1.03
H 0.39 -6.99 -3.45
H 0.96 -4.86 -4.51
H 0.31 -1.65 -3.28
H 2.01 -2.04 -3.25
H 0.97 -2.58 -4.63
O -7.35 1.97 -3.55
C -7.09 1.06 -2.82
C -6.84 -0.38 -3.21
C -6.97 -1.11 -1.88
C -6.53 -0.04 -0.89
O -6.94 1.21 -1.48
H -5.84 -0.46 -3.63
H -7.58 -0.71 -3.94
H -6.38 -2.02 -1.82
H -8.01 -1.37 -1.71
H -5.45 -0.02 -0.76
H -7.01 -0.16 0.08
O 1.07 5.72 -1.76
C 0.26 6.06 -0.96
C 0.52 6.65 0.41
C -0.84 6.51 1.09
C -1.79 6.60 -0.09
O -1.08 6.02 -1.20
H 0.82 7.69 0.30
H 1.29 6.09 0.93
H -1.03 7.26 1.85
H -0.92 5.53 1.55
H -2.05 7.63 -0.35
H -2.71 6.04 0.08
O 6.53 1.51 3.76
C 5.71 1.90 4.54
C 5.97 2.56 5.88
C 4.61 2.46 6.56
C 3.66 2.47 5.38
O 4.37 1.83 4.31
H 6.27 3.60 5.71
H 6.75 2.03 6.43
H 4.42 3.25 7.28
H 4.54 1.50 7.09
H 3.40 3.49 5.07
H 2.74 1.93 5.58
O 1.95 0.94 -8.53
C 2.74 0.55 -7.73
C 4.05 -0.14 -8.02
C 4.40 -0.75 -6.66
C 3.73 0.21 -5.70
O 2.57 0.70 -6.39
H 4.78 0.61 -8.33
H 3.94 -0.90 -8.79
H 5.47 -0.87 -6.49
H 3.94 -1.74 -6.58
H 4.37 1.07 -5.45
H 3.43 -0.27 -4.77
O 1.47 -3.27 4.02
C 0.58 -4.06 3.95
C -0.01 -4.86 5.09
C -0.80 -5.94 4.36
C -1.18 -5.24 3.06
O -0.09 -4.33 2.80
H -0.66 -4.21 5.68
H 0.77 -5.28 5.71
H -1.66 -6.32 4.91
H -0.15 -6.79 4.14
H -2.10 -4.66 3.16
H -1.28 -5.93 2.23
*
```

As for the largest force on an atom: 3.73 eV/A. The frontier orbital gap comes out at 0.317 Ha. The SMILES is CCCCCCCC[C@H]1[C@H](OC(=O)c2ccccc2)[C@@](OCCOCC)(ON=O)OS(=O)(=O)[C@H]1Cc1ccccc1C.O=C1CCCO1.O=C1CCCO1.O=C1CCCO1.O=C1CCCO1.O=C1CCCO1.